(1)
The following is a quantum chemistry calculation of a cluster of 4 separate species, C31H61BN3O12 in total at a distorted geometry, from the Open Molecules 2025 dataset.

```
108
Properties=species:S:1:pos:R:3:forces:R:3
C 5.73975 0.08019 -0.20446 0.1 -0.4 0.0
N 4.76996 -1.02596 -0.44362 0.3 1.2 0.0
C 3.37144 -0.54492 -0.22692 -0.7 -0.5 0.0
C 2.50411 -1.09895 -1.42229 1.7 1.0 0.8
O 2.87942 -0.25617 -2.53096 -0.7 -1.3 0.2
B 1.71042 0.57276 -2.82760 0.1 0.7 -0.4
O 1.89434 1.81773 -2.07111 -0.7 0.1 0.1
C 1.38378 0.91404 -4.41619 1.3 -1.2 -0.1
C 2.10961 0.13135 -5.42346 -1.9 1.9 -2.3
C 1.81464 0.41139 -6.83912 -1.0 1.2 2.0
C 0.83356 1.48101 -7.11936 1.1 -1.3 2.1
C 0.23048 2.14290 -5.97503 0.2 -0.2 -1.3
N 0.45273 1.89149 -4.65439 1.3 -1.1 -2.3
O 0.58940 -0.32103 -2.44149 -1.5 -2.0 0.9
C 0.87932 -1.06029 -1.25842 3.0 3.4 -2.4
O 0.56121 -0.14982 -0.21756 -0.8 -2.5 1.0
C -0.66001 -0.41819 0.47299 -1.1 1.4 0.7
C -1.96233 0.13732 -0.26982 0.0 -0.3 0.0
C -1.71255 1.53677 -0.95200 -0.2 0.5 1.2
C -2.67757 -0.93215 -1.19789 -1.3 0.4 0.6
C -4.20535 -1.03624 -0.71478 0.4 0.7 -1.1
C -2.73600 -0.55989 -2.72260 -0.2 -0.6 -0.3
N 0.27550 -2.39474 -1.31921 1.4 -0.5 0.4
C 0.07325 -2.88131 -2.68527 -1.0 -0.4 -1.2
C 1.16174 -2.99581 -3.78939 0.2 0.1 0.0
O -1.03793 -3.26717 -2.96529 0.6 0.1 0.3
C 0.87596 -3.34529 -0.45582 0.3 -1.5 0.3
C 0.85740 -4.87891 -0.85417 -1.0 0.6 0.3
O 1.38052 -3.07951 0.61627 -0.5 0.7 -0.6
H 5.82205 0.23007 0.90093 0.2 0.0 -0.9
H 6.73243 -0.22477 -0.64553 -0.9 0.3 0.7
H 5.42817 1.04696 -0.68889 0.2 -0.7 0.4
H 4.91314 -1.27122 -1.42423 -0.5 0.1 0.2
H 3.32814 0.57371 -0.25890 -0.2 -0.9 0.0
H 2.97806 -0.91339 0.75926 0.4 0.3 -0.8
H 2.97172 -2.10150 -1.62870 -1.0 0.3 0.2
H 1.14865 2.42544 -2.19185 0.4 -0.3 -0.2
H 2.85067 -0.64820 -5.15640 -0.7 0.8 0.1
H 2.31722 -0.14887 -7.66911 -0.5 0.6 0.8
H 0.57227 1.74675 -8.16465 0.1 -0.1 1.0
H -0.50222 2.96127 -6.20818 0.7 -0.8 0.4
H -0.61454 0.19604 1.42297 0.3 -0.6 -0.9
H -0.78787 -1.47709 0.82447 0.2 0.8 -0.7
H -2.68516 0.34512 0.57609 0.7 -0.3 -0.8
H -1.69112 2.28988 -0.10548 0.1 -0.6 -0.8
H -2.57786 1.86159 -1.59395 1.0 -0.5 0.4
H -0.72778 1.62474 -1.46375 -1.0 -0.4 0.1
H -2.25300 -1.95268 -0.99700 0.0 1.0 -0.6
H -4.31194 -1.00538 0.39617 0.0 -0.4 -0.9
H -4.71438 -0.12738 -1.15196 0.3 -0.8 0.7
H -4.70607 -1.91705 -1.19932 0.4 0.6 0.7
H -3.60312 0.12079 -2.96611 0.8 -0.6 0.5
H -1.81742 -0.06870 -3.12367 -0.5 -0.6 0.5
H -2.93589 -1.51051 -3.29440 0.3 0.9 0.4
H 2.20386 -2.78836 -3.45462 -0.9 0.2 -0.3
H 0.84658 -2.30449 -4.62010 0.5 -0.5 1.0
H 1.14382 -4.02903 -4.22800 -0.2 0.8 0.6
H -0.21383 -5.13251 -1.08718 1.1 0.0 -0.2
H 1.13160 -5.46542 0.06077 0.0 0.8 -0.9
H 1.55575 -5.11585 -1.69157 -0.7 0.2 0.5
C -1.61086 0.89302 5.00611 -0.1 -0.1 -0.1
O -2.20016 2.13533 4.64869 0.3 0.0 0.2
C -1.90532 3.16648 5.58233 -0.2 0.1 -0.5
C -0.73899 4.02978 5.11807 0.2 -0.1 0.5
O 0.47196 3.28939 5.04402 -0.3 0.0 -0.2
C 0.74666 2.83983 3.72136 0.3 0.0 0.0
H -1.57661 0.26415 4.11599 -0.1 0.1 0.0
H -0.59332 1.00959 5.38480 0.0 0.1 0.0
H -2.22716 0.40135 5.76542 0.1 -0.1 0.1
H -1.71291 2.74376 6.57441 0.1 0.0 0.0
H -2.79857 3.79459 5.65660 0.0 0.0 0.0
H -0.58343 4.82197 5.85941 0.0 0.0 0.0
H -0.96176 4.51072 4.16156 -0.1 -0.1 -0.1
H 1.20196 3.65185 3.14712 0.0 0.0 -0.1
H -0.14735 2.48872 3.20399 0.0 0.0 0.1
H 1.45499 2.01366 3.78630 0.0 0.1 0.0
C 3.99583 7.93971 5.32622 -0.1 0.0 0.1
O 3.45576 6.94226 6.17888 0.1 0.0 -0.3
C 2.83421 5.88084 5.45726 0.1 -0.2 0.5
C 3.77199 4.68777 5.30187 -0.3 0.1 -0.6
O 4.91126 5.01176 4.51247 0.0 0.2 0.4
C 6.04339 5.34060 5.30108 0.1 -0.1 -0.2
H 4.72905 8.51155 5.89665 -0.1 0.0 0.0
H 4.49336 7.51333 4.45257 0.0 0.0 0.0
H 3.19843 8.61323 4.99676 0.0 0.1 -0.1
H 2.47579 6.23356 4.48437 0.1 -0.1 0.0
H 1.96182 5.56843 6.03747 0.0 -0.1 0.0
H 3.23382 3.89553 4.77371 0.0 0.0 0.1
H 4.07073 4.29134 6.27631 0.0 0.1 0.1
H 6.53543 4.42335 5.63851 0.1 0.0 0.1
H 5.78590 5.95220 6.16818 -0.1 0.0 0.0
H 6.73733 5.90257 4.67483 0.0 -0.1 0.0
C -3.83454 -5.12654 -2.46067 0.2 0.1 0.1
O -4.40739 -5.85621 -1.37941 -0.3 0.0 -0.2
C -5.71846 -5.41528 -1.05400 0.2 -0.4 0.1
C -6.78455 -6.29407 -1.69537 -0.2 0.5 -0.1
O -6.75358 -6.22043 -3.11521 0.2 -0.2 0.2
C -6.03157 -7.29340 -3.69903 -0.1 0.1 -0.1
H -3.01475 -5.71650 -2.87102 0.0 0.0 0.1
H -4.55485 -4.93360 -3.25878 0.0 0.0 0.1
H -3.43740 -4.17697 -2.09294 0.1 0.0 -0.1
H -5.85161 -4.36492 -1.33357 -0.1 -0.1 -0.1
H -5.81675 -5.48419 0.03395 -0.1 0.0 0.0
H -7.76694 -5.92573 -1.38027 0.0 0.0 0.0
H -6.69456 -7.33019 -1.35621 0.1 0.0 0.0
H -6.67181 -8.17940 -3.75652 0.0 -0.1 0.0
H -5.12485 -7.53830 -3.14300 0.0 0.1 0.0
H -5.74832 -6.99710 -4.70939 -0.1 0.0 0.0
```
Positions in Å, forces in eV/Å.

Computed properties:
Total charge = -1
LUMO = 2.348 eV
HOMO energy = -5.53 eV
Energy = -62851.6472 eV
Energy above the lowest of the compared OMol25 structures with the same formula, charge and spin = 44.6 kcal per mole

Atom charges from the Mulliken analysis, given in e for atoms 1 to 2: atom 1 (C): -0.823, atom 2 (N): -0.506

***

(2)
The following is a quantum chemistry calculation of a structure of composition C26H23N3O4SSbSc at a distorted geometry, from the Open Molecules 2025 dataset.

```
59
Properties=species:S:1:pos:R:3:forces:R:3
Sc 0.42072 0.85629 0.97424 -0.7 -0.6 0.3
C -0.10289 3.13133 4.20481 0.0 -0.1 0.2
C -0.99529 3.07296 3.00809 0.3 0.1 0.0
C -1.50052 4.21961 2.40852 0.0 0.1 -0.1
C -2.29989 4.10593 1.28978 0.0 0.1 0.0
C -2.65641 2.84632 0.82939 0.0 -0.1 0.0
C -2.14494 1.73692 1.48764 0.1 0.2 0.0
N -1.28072 1.86351 2.51777 -0.3 -0.3 -0.2
Sb -3.03055 -0.24445 1.32678 -0.1 0.1 0.0
C -1.54930 -1.20319 2.53155 0.3 -0.2 0.2
C -2.03527 -2.12827 3.43393 0.1 -0.1 0.1
C -1.13434 -2.88102 4.18245 -0.2 0.0 0.0
C 0.21057 -2.70063 3.98009 0.2 0.0 0.0
C 0.64873 -1.75033 3.05642 0.2 0.0 0.0
C 2.10752 -1.56920 2.76213 0.1 -0.2 0.1
N -0.22078 -1.00174 2.37762 -0.4 0.3 -0.5
C -2.25493 -0.97495 -0.53980 0.0 0.0 -0.1
C -2.78718 -0.49626 -1.73068 0.0 0.1 0.0
C -2.31997 -1.03626 -2.91672 0.0 0.0 0.0
C -1.34630 -2.01458 -2.86503 0.0 0.0 0.0
C -0.86533 -2.43183 -1.62903 0.1 -0.1 0.0
C 0.23941 -3.43710 -1.51955 0.1 0.0 0.0
N -1.33215 -1.93241 -0.48272 -0.2 0.1 0.1
H -0.00060 4.15539 4.55734 0.1 0.0 0.0
H 0.89573 2.74143 3.98870 -0.2 0.1 -0.1
H -0.54081 2.52794 5.00347 0.0 0.0 0.0
H -1.22458 5.19109 2.79393 0.0 0.0 0.0
H -2.65855 4.99458 0.78708 0.0 0.0 0.0
H -3.32697 2.74114 -0.01403 0.0 -0.1 0.0
H -3.10105 -2.27201 3.55367 0.0 0.0 0.0
H -1.48885 -3.60821 4.90177 0.0 0.0 0.0
H 0.94217 -3.28304 4.52306 0.0 0.0 0.0
H 2.69925 -2.29516 3.31772 0.0 0.0 0.0
H 2.45477 -0.56524 3.00463 -0.1 0.0 0.0
H 2.29430 -1.73235 1.69830 0.0 0.1 0.0
H -3.54623 0.27718 -1.74211 0.0 0.0 0.1
H -2.70129 -0.69228 -3.87003 0.0 0.0 0.0
H -0.93611 -2.43536 -3.77288 0.0 0.0 0.0
H 0.58314 -3.76608 -2.49849 0.0 0.0 0.0
H -0.07926 -4.30825 -0.94595 0.0 0.0 0.0
H 1.08371 -2.98120 -1.00032 0.0 0.0 0.0
O 1.97394 1.35454 2.05956 0.4 0.5 -0.3
S 2.19445 2.73625 1.31578 -0.1 0.1 0.3
O 2.30118 3.79219 2.27886 -0.1 0.0 0.1
O 0.80530 2.77792 0.62574 0.4 0.2 -0.1
O 3.24135 2.59167 0.35679 0.1 0.1 0.0
C 0.94832 0.14297 -1.01611 -0.1 0.0 0.1
C 1.23940 0.04225 -2.19436 0.2 -0.2 -0.1
C 1.61230 -0.14375 -3.57034 -0.1 0.0 0.1
C 2.87788 -0.62543 -3.91065 0.0 0.0 0.0
C 3.21624 -0.83217 -5.23849 0.0 0.0 0.0
C 2.30256 -0.55715 -6.24790 0.0 0.0 0.0
C 1.04575 -0.06696 -5.92003 0.0 0.0 0.1
C 0.70346 0.13753 -4.59245 0.0 0.0 0.0
H 3.58946 -0.83169 -3.12257 0.0 0.0 0.0
H 4.20068 -1.20679 -5.48617 0.0 0.0 0.0
H 2.57046 -0.71742 -7.28392 0.0 0.0 0.0
H 0.32997 0.16073 -6.69961 0.0 0.0 0.0
H -0.27166 0.52511 -4.32767 0.0 0.0 0.0
```
Positions in Å, forces in eV/Å.

Computed properties:
LUMO = -0.346 eV
HOMO energy = -8.09 eV
Energy = -78070.1351 eV
Energy above the lowest of the compared OMol25 structures with the same formula, charge and spin = 10.3 kcal per mole

Atom charges from the natural (NBO) analysis, given in e for atoms 1 to 2: atom 1 (Sc): 1.851, atom 2 (C): -0.652

***

> What is the energy above the lowest of the compared OMol25 structures with the same formula, charge and spin in the second record?

10.3 kcal per mole